Entry 1:
{"formula": "C20H25BrN2O10PSn", "method": "ωB97M-V/def2-TZVPD", "species": ["Sn", "O", "C", "O", "C", "C", "N", "N", "C", "C", "O", "O", "H", "H", "H", "Br", "C", "C", "C", "C", "C", "C", "C", "O", "O", "H", "H", "H", "H", "C", "C", "C", "C", "O", "P", "O", "O", "O", "C", "C", "C", "C", "H", "H", "H", "H", "H", "H", "H", "H", "H", "H", "H", "H", "H", "H", "H", "H", "H", "H"], "coordinates": [[-0.32114, -0.30186, -1.20789], [-2.30756, -2.79255, 4.03481], [-1.26899, -2.01997, 4.29741], [-0.89760, -1.78180, 5.42542], [-0.56072, -1.44670, 3.12534], [0.59925, -0.69593, 3.20636], [0.95400, -0.35577, 1.96761], [0.09302, -0.85395, 1.06868], [-0.83953, -1.50414, 1.75395], [-1.93756, -2.17263, 0.97890], [-2.72865, -2.89447, 1.61286], [-1.92872, -1.92448, -0.25288], [-2.47572, -2.85312, 3.03885], [1.17378, -0.41212, 4.07099], [1.84007, 0.08969, 1.62818], [3.60167, 4.59534, 2.13398], [2.49139, 4.65958, 0.59221], [2.56363, 5.76203, -0.24294], [1.77346, 5.79068, -1.38516], [0.93668, 4.72678, -1.68312], [0.86585, 3.63798, -0.82485], [1.64484, 3.59946, 0.32541], [0.00957, 2.45278, -1.18850], [-0.34806, 2.29728, -2.35324], [-0.30684, 1.65746, -0.21946], [3.23330, 6.57837, -0.00888], [1.82685, 6.64444, -2.04863], [0.34068, 4.71483, -2.58556], [1.60506, 2.73562, 0.97102], [2.69828, -2.93527, -0.30834], [3.82292, -2.30787, -1.12019], [3.47080, -2.21489, -2.59841], [5.11144, -3.09614, -0.93049], [4.13065, -1.00006, -0.59053], [3.20536, 0.30354, -0.52050], [3.17932, 0.78969, 0.88949], [1.87338, 0.06361, -1.19064], [3.93543, 1.35058, -1.46951], [5.29131, 1.83822, -1.38680], [5.74399, 1.98160, 0.05950], [6.19506, 0.88896, -2.16200], [5.23172, 3.20095, -2.06385], [2.50627, -3.95066, -0.65842], [1.77614, -2.36293, -0.39769], [2.97328, -2.97367, 0.74669], [3.27691, -3.21594, -2.98697], [4.30048, -1.77859, -3.15768], [2.58767, -1.59720, -2.75436], [4.98615, -4.11446, -1.30165], [5.37660, -3.13536, 0.12626], [5.92946, -2.62370, -1.47603], [5.79307, 1.01433, 0.56009], [5.05163, 2.61528, 0.61279], [6.73706, 2.43591, 0.07562], [6.23896, -0.08347, -1.67258], [7.20403, 1.30075, -2.21845], [5.81125, 0.75598, -3.17474], [4.66725, 3.90673, -1.45272], [4.73710, 3.11184, -3.03124], [6.24024, 3.59158, -2.21378]], "orbital_gap_ha": 0.3195, "total_charge": -1, "e_above_lowest_kj_mol": 16.37, "homo_energy_ev": -6.293}

Entry 2:
{"formula": "C20H25CaN4O5", "method": "ωB97M-V/def2-TZVPD", "species": ["Ca", "N", "C", "C", "C", "C", "N", "C", "N", "N", "C", "O", "O", "H", "H", "H", "H", "H", "H", "H", "H", "H", "H", "H", "H", "H", "H", "O", "C", "C", "O", "O", "C", "C", "C", "C", "C", "C", "C", "C", "C", "C", "C", "C", "H", "H", "H", "H", "H", "H", "H", "H", "H", "H", "H"], "coordinates": [[-1.38431, 0.59832, -0.51681], [-1.67753, 2.87062, 0.11548], [-0.87200, 2.73278, 1.36447], [-0.79122, 4.04939, 2.13874], [-0.27089, 4.07753, 3.58799], [1.20142, 3.72637, 3.82819], [1.65447, 2.37779, 3.44898], [1.28542, 1.24538, 4.03282], [1.71684, 0.07575, 3.54345], [0.55163, 1.26480, 5.14047], [-1.46528, 1.50288, 2.12314], [-2.00704, 1.62787, 3.21405], [-1.29716, 0.39076, 1.48229], [-1.22038, 3.51647, -0.51915], [-2.57239, 3.28228, 0.35122], [0.12350, 2.43339, 1.03194], [-1.80250, 4.45853, 2.16700], [-0.17931, 4.74009, 1.54852], [-0.92308, 3.45526, 4.19417], [-0.37462, 5.10470, 3.94304], [1.43211, 3.86596, 4.88640], [1.83624, 4.41562, 3.27513], [2.24340, 2.29934, 2.63848], [2.08485, 0.03545, 2.61084], [1.30342, -0.77547, 3.88102], [0.12666, 2.12667, 5.43455], [0.07062, 0.42715, 5.42426], [-0.66196, -1.36004, -0.65522], [-0.23146, -1.41469, -2.06572], [-0.06646, 0.08985, -2.52364], [-0.23845, 0.37939, -3.69061], [0.26547, 0.88862, -1.55609], [1.18316, -1.98182, -2.16919], [2.08090, -1.82491, -1.11794], [3.38595, -2.28474, -1.23145], [3.80717, -2.89269, -2.40528], [2.92115, -3.03256, -3.46406], [1.61490, -2.57821, -3.34996], [-1.27764, -2.23344, -2.80702], [-2.27185, -1.65685, -3.58980], [-3.27228, -2.44751, -4.14468], [-3.29025, -3.81479, -3.92313], [-2.30271, -4.39821, -3.13843], [-1.30279, -3.61206, -2.58799], [-0.79895, -2.26697, -0.35872], [1.74914, -1.33635, -0.21544], [4.07732, -2.16043, -0.40616], [4.82632, -3.24894, -2.49725], [3.24593, -3.49924, -4.38641], [0.92802, -2.67466, -4.18219], [-2.24085, -0.59913, -3.80879], [-4.03174, -1.98953, -4.76677], [-4.06530, -4.42821, -4.36566], [-2.30446, -5.46742, -2.96565], [-0.52116, -4.08014, -1.99741]], "orbital_gap_ha": 0.3187, "total_charge": 1, "e_above_lowest_kj_mol": 59.52, "homo_energy_ev": -11.291}

Entry 3:
{"formula": "C20H25Cl2CsN2O2Se2Si", "method": "ωB97M-V/def2-TZVPD", "species": ["Cs", "Se", "C", "N", "Cl", "C", "Cl", "H", "H", "C", "C", "C", "C", "C", "C", "N", "C", "C", "C", "C", "C", "C", "C", "O", "O", "C", "C", "H", "H", "H", "H", "H", "H", "H", "H", "H", "H", "H", "H", "H", "H", "C", "Si", "C", "C", "Se", "H", "H", "H", "H", "H", "H", "H", "H", "H"], "coordinates": [[2.85782, -2.04918, -1.15166], [7.86516, -5.04347, -2.28728], [6.31475, -4.03971, -1.98419], [5.36348, -3.40957, -1.78032], [-3.82237, -2.61597, -2.47792], [-2.05710, -2.28936, -2.44881], [-1.50267, -1.53174, -3.93114], [-1.56673, -3.24512, -2.31238], [-1.84637, -1.64485, -1.60594], [-0.85048, -3.98443, 5.65161], [-1.28279, -3.31472, 4.37330], [-2.05669, -4.03294, 3.46626], [-2.43257, -3.45551, 2.26264], [-2.06095, -2.16376, 1.95297], [-1.29371, -1.42731, 2.85779], [-0.91126, -0.13418, 2.58079], [-1.09991, 0.51526, 1.33840], [-1.94524, 1.61540, 1.25495], [-2.09817, 2.29454, 0.05404], [-1.43274, 1.85354, -1.07700], [-0.61437, 0.73452, -0.99775], [-0.41910, 0.06985, 0.20259], [0.54865, -1.09676, 0.25381], [1.55232, -0.99735, 0.98552], [0.30702, -2.04494, -0.52996], [-0.89186, -2.01043, 4.07507], [-0.01629, -1.20762, 4.99492], [-1.27682, -4.98548, 5.71796], [-1.16160, -3.43286, 6.54205], [0.23616, -4.08814, 5.70174], [-2.34826, -5.04997, 3.69879], [-3.02076, -4.01804, 1.54850], [-2.35029, -1.72918, 1.00670], [-0.58503, 0.42702, 3.34486], [-2.48644, 1.92468, 2.14239], [-2.74828, 3.16039, 0.00930], [-1.51476, 2.35054, -2.03469], [-0.10894, 0.42218, -1.90491], [0.86619, -0.83968, 4.46591], [0.32532, -1.78853, 5.84778], [-0.53797, -0.33069, 5.39838], [1.41805, 4.28465, -2.21248], [1.27641, 3.98423, -4.08351], [0.52463, 5.59044, -4.76905], [3.06468, 3.96950, -4.72631], [0.14094, 2.17691, -4.60261], [2.12760, 5.08714, -1.99013], [1.74639, 3.38083, -1.69702], [0.44777, 4.55760, -1.79189], [0.99671, 6.48384, -4.35127], [-0.54229, 5.62421, -4.54523], [0.63193, 5.62864, -5.85522], [3.57493, 4.91642, -4.52751], [3.06484, 3.78289, -5.80026], [3.63107, 3.16626, -4.25261]], "orbital_gap_ha": 0.2084, "total_charge": -2, "e_above_lowest_kj_mol": 9.06, "homo_energy_ev": -1.951}

Entry 4:
{"formula": "C20H25ClFN5O2", "method": "ωB97M-V/def2-TZVPD", "species": ["C", "C", "N", "C", "C", "N", "C", "H", "H", "C", "H", "C", "N", "C", "O", "C", "H", "H", "C", "N", "C", "C", "N", "C", "O", "H", "H", "H", "H", "H", "C", "C", "C", "C", "C", "C", "C", "Cl", "H", "F", "H", "H", "H", "H", "H", "H", "H", "H", "H", "H", "H", "H", "H", "H"], "coordinates": [[-4.08047, -2.52680, -1.30544], [-3.99410, -1.93336, 0.04914], [-3.17526, -2.34404, 0.98958], [-3.40276, -1.54552, 2.06777], [-4.37471, -0.63832, 1.77081], [-4.75186, -0.89204, 0.47638], [-5.69288, -0.11905, -0.28940], [-6.42332, 0.31256, 0.40269], [-6.22098, -0.79544, -0.96748], [-5.02726, 0.99403, -1.11013], [-5.75259, 1.35144, -1.84169], [-4.54986, 2.18471, -0.27132], [-3.27767, 1.94625, 0.37085], [-2.13607, 2.50851, -0.08534], [-2.10920, 3.38145, -0.92581], [-0.87378, 1.99220, 0.59472], [-0.21081, 2.83680, 0.78449], [-1.12099, 1.50471, 1.53832], [-0.13664, 1.02028, -0.35339], [1.21483, 0.77037, 0.11784], [1.21316, -0.13810, 1.24760], [0.57404, -1.49415, 0.92530], [-0.65014, -1.31459, 0.17828], [-1.01228, -0.22099, -0.50236], [-2.03813, -0.18708, -1.16581], [-1.33645, -2.06863, 0.20517], [1.27006, -2.11074, 0.34178], [0.34866, -2.03153, 1.85015], [0.66188, 0.34534, 2.05688], [2.24189, -0.28579, 1.58168], [2.12189, 0.36814, -0.95002], [3.54175, 0.39304, -0.45369], [4.03701, 1.57507, 0.08914], [5.32734, 1.67004, 0.57152], [6.13892, 0.55115, 0.50363], [5.68938, -0.64396, -0.02341], [4.38678, -0.71165, -0.49508], [3.84813, -2.22467, -1.13953], [6.34177, -1.50136, -0.06087], [7.40136, 0.62043, 0.96512], [5.70834, 2.58722, 0.99035], [3.37676, 2.42648, 0.13357], [2.02481, 1.10818, -1.75055], [1.87760, -0.61599, -1.37258], [-0.08347, 1.51377, -1.32953], [-3.21510, 1.12119, 0.95035], [-5.29486, 2.43981, 0.49157], [-4.39756, 3.05095, -0.91936], [-4.16580, 0.58715, -1.64067], [-4.84702, 0.11975, 2.36314], [-2.85662, -1.68048, 2.98038], [-3.61018, -1.85969, -2.02660], [-3.55159, -3.47539, -1.30722], [-5.11624, -2.69202, -1.59757]], "smiles": "Cc1nccn1CCCNC(=O)C[C@@H]1C(=O)NCCN1Cc1ccc(F)cc1Cl", "orbital_gap_ha": 0.3402, "e_above_lowest_kj_mol": 0.00, "homo_energy_ev": -8.554}